Record 1
Formula: C14H13GaN3O4
Source: the Open Molecules 2025 dataset
Level of theory: the ωB97M-V functional and the def2-TZVPD basis

Geometry as XYZ:
```
35
Properties=species:S:1:pos:R:3:forces:R:3:nbo_charge:R:1
Ga -0.712 0.904 -0.251 -0.2616 0.4367 0.8165 1.366
O -3.227 4.200 -0.870 -0.0126 0.0029 0.0088 -0.570
C -2.303 3.313 -0.746 -0.0018 -0.0358 0.0144 0.823
O -2.476 2.126 -0.456 -0.0027 0.0517 -0.0670 -0.674
C -0.907 3.803 -0.970 0.0043 -0.0009 0.0758 0.098
C -0.524 5.098 -1.271 0.0047 -0.0022 0.0188 -0.128
C 0.838 5.349 -1.404 -0.0026 0.0097 -0.0013 -0.083
C 1.756 4.315 -1.234 0.0065 -0.0035 0.0016 -0.149
C 1.279 3.050 -0.940 0.0018 0.0279 -0.0602 0.077
N -0.025 2.822 -0.812 -0.0726 -0.1171 -0.2964 -0.534
C 2.073 1.788 -0.726 0.0907 0.0585 0.0009 0.818
O 3.363 1.763 -0.823 0.0098 0.0186 0.0248 -0.562
O 1.468 0.757 -0.443 -0.1449 -0.1992 -0.2699 -0.637
H -4.124 3.851 -0.703 0.0177 0.0032 0.0022 0.550
H -1.261 5.880 -1.393 -0.0014 -0.0004 -0.0015 0.289
H 1.185 6.347 -1.638 0.0005 -0.0001 -0.0010 0.283
H 2.814 4.523 -1.337 -0.0005 -0.0001 0.0001 0.259
H 3.788 2.605 -1.052 -0.0183 -0.0246 0.0159 0.528
N -3.249 -1.322 -1.020 -0.0132 0.0098 0.1174 -0.511
C -2.390 -0.611 -0.760 0.2510 0.0255 -0.5447 0.254
H -4.026 -1.929 -1.243 -0.0067 -0.0081 0.0184 0.503
N 1.421 -3.508 1.256 0.0973 -0.4019 0.0339 -0.635
C 2.335 -3.873 2.160 0.0070 -0.0041 0.0153 0.276
C 3.711 -3.972 1.783 -0.0052 -0.0034 -0.0035 -0.192
C 4.629 -4.381 2.703 0.0036 -0.0008 0.0083 -0.175
C 4.221 -4.687 4.018 -0.0050 0.0044 -0.0005 -0.011
C 2.868 -4.575 4.404 0.0124 0.0010 0.0007 -0.174
C 1.934 -4.171 3.500 -0.0054 -0.0128 -0.0111 -0.191
H 1.671 -3.481 0.278 0.0525 0.0727 0.0124 0.419
H 0.441 -3.645 1.460 -0.0026 0.0883 0.0696 0.417
H 4.001 -3.746 0.764 -0.0008 -0.0015 -0.0001 0.241
H 5.669 -4.484 2.429 0.0006 0.0056 0.0010 0.264
H 4.956 -5.016 4.741 -0.0010 -0.0034 -0.0004 0.256
H 2.579 -4.820 5.417 -0.0006 0.0027 0.0010 0.265
H 0.889 -4.090 3.773 -0.0008 0.0006 -0.0004 0.241
```
Positions in Å, forces in eV/Å.

Calculated values
Lowest unoccupied orbital energy (spin up / spin down) in eV: -10.528 / -10.761
HOMO energy (spin up / spin down) in eV: -17.551 / -17.181
Gap between HOMO and LUMO (spin up / spin down) in eV: 7.0 / 6.4
Net charge: +3

Record 2
Formula: C4H4Cl3NO3
Source: the Open Molecules 2025 dataset
Level of theory: the ωB97M-V functional and the def2-TZVPD basis

Geometry as XYZ:
```
15
Properties=species:S:1:pos:R:3:forces:R:3:nbo_charge:R:1
C 0.547 1.083 -1.000 0.5281 -2.8523 1.1592 -0.144
C -0.691 0.304 -1.061 2.4242 -0.0955 1.6549 0.389
C -1.027 -1.517 1.012 -1.5448 5.1638 -0.4349 -0.325
C -2.099 -2.326 0.609 -1.8067 -1.9556 -0.1709 -0.146
N -1.231 -0.341 -2.179 -2.5232 2.9937 0.5879 0.465
O -0.565 -1.195 -2.596 2.6264 -3.5641 -1.9641 -0.335
O -2.302 0.023 -2.600 -1.2187 0.3554 -0.3073 -0.378
O -0.708 1.535 -0.566 -2.7212 1.8246 -0.5105 -0.409
Cl -2.276 -3.497 2.017 -0.2518 -0.0777 0.1409 -0.022
Cl -1.605 -3.339 -0.777 -0.1845 0.0064 -0.0659 0.035
Cl -3.711 -1.637 0.299 0.7858 0.2410 0.0984 0.053
H 1.085 0.758 -0.147 1.2219 0.1133 0.5088 0.182
H 1.127 1.435 -1.818 -0.3067 0.8179 -0.8042 0.209
H -1.020 -0.488 1.405 -0.9077 -0.7633 -0.0533 0.232
H -0.144 -1.951 1.095 3.8788 -2.2075 0.1612 0.195
```
Positions in Å, forces in eV/Å.

Calculated values
Lowest unoccupied orbital energy (spin up / spin down) in eV: -1.190 / -1.579
Energy above the lowest of the compared OMol25 structures with the same formula, charge and spin in kJ/mol: 853.46
HOMO energy (spin up / spin down) in eV: -9.806 / -9.417
Gap between HOMO and LUMO (spin up / spin down) in eV: 8.6 / 7.8

Record 3
Formula: C46H31Br2F3NO6
Source: the Open Molecules 2025 dataset
Level of theory: the ωB97M-V functional and the def2-TZVPD basis

Geometry as XYZ:
```
89
Properties=species:S:1:pos:R:3:forces:R:3:lowdin_charge:R:1
N -1.482 -4.032 4.417 0.0960 -0.0432 0.4100 0.187
C -0.992 -2.592 4.399 0.3217 0.2794 0.3405 -0.121
C -0.010 -2.300 3.272 -0.0040 0.1335 -0.0127 -0.187
C -0.358 -2.701 1.838 0.4284 0.1582 -0.1564 -0.786
F -0.238 -4.072 1.699 -0.2476 0.2265 0.1448 -0.051
Br 0.962 -1.862 0.680 -0.1106 -0.1757 0.2576 0.975
C -1.764 -2.241 1.338 -0.0510 -0.1449 0.0411 -0.919
F -2.083 -1.102 1.975 0.0212 -0.0602 -0.0300 0.064
F -1.794 -2.013 0.036 0.0163 0.0515 -0.1576 0.033
Br -3.163 -3.569 1.658 0.0291 0.0736 0.2229 0.890
H -2.500 -4.069 4.465 -0.0183 -0.0579 -0.1979 0.133
H -1.178 -4.559 3.595 -0.1024 0.0723 -0.1357 0.125
H -1.121 -4.512 5.243 0.0288 0.0018 -0.0531 0.175
H -0.446 -2.453 5.337 -0.0339 0.0628 -0.1756 0.109
H -1.843 -1.910 4.424 -0.0989 -0.3641 -0.2698 0.134
H 0.154 -1.219 3.258 -0.0433 -0.1422 0.1908 0.125
H 0.959 -2.745 3.521 -0.1010 -0.0040 -0.1938 0.127
C 1.869 2.331 8.551 -0.0047 -0.0155 -0.0118 -0.040
C 1.012 1.832 7.576 -0.0009 -0.0055 -0.0002 -0.051
C 1.226 0.572 7.045 -0.0334 0.0566 0.0210 -0.010
C 2.302 -0.195 7.477 0.0244 -0.0489 -0.0149 -0.085
C 3.171 0.316 8.444 -0.0003 -0.0334 -0.0287 -0.075
C 2.946 1.575 8.983 -0.0365 0.0696 0.0031 0.012
C 4.356 -0.464 8.905 0.0410 0.0294 0.0540 -0.274
O 5.103 -0.026 9.749 -0.0021 -0.0029 -0.0039 0.128
C 4.590 -1.799 8.282 -0.0363 0.0081 -0.0233 -0.076
C 5.713 -2.525 8.655 0.0469 -0.0654 0.0025 0.011
C 5.946 -3.772 8.098 -0.0197 0.0009 -0.0110 -0.040
C 5.057 -4.300 7.170 -0.0041 0.0037 0.0028 -0.051
C 3.937 -3.579 6.793 0.0502 -0.0532 0.0044 -0.009
C 3.700 -2.323 7.341 -0.0300 0.0461 -0.0096 -0.087
C 2.507 -1.553 6.907 0.0500 0.0277 0.0427 -0.259
O 1.717 -2.021 6.101 -0.2198 -0.1024 -0.1432 0.049
H 1.698 3.313 8.969 -0.0016 0.0053 -0.0022 0.114
H 0.177 2.429 7.233 -0.0035 0.0034 0.0053 0.110
H 0.563 0.175 6.289 0.0151 -0.0329 -0.0074 0.106
H 3.623 1.954 9.737 0.0396 -0.0423 -0.0055 0.126
H 6.395 -2.105 9.381 -0.0343 0.0465 0.0145 0.126
H 6.824 -4.334 8.387 0.0006 -0.0062 0.0024 0.114
H 5.240 -5.276 6.740 0.0071 -0.0018 -0.0017 0.110
H 3.243 -3.980 6.069 -0.0188 0.0371 -0.0135 0.111
C 0.141 7.306 -2.310 -0.0114 -0.0164 -0.0043 -0.049
C -1.024 6.841 -2.911 0.0159 -0.0051 0.0115 -0.049
C -1.240 5.481 -3.050 -0.0316 0.0771 -0.0088 0.003
C -0.287 4.579 -2.594 0.0373 -0.0234 0.0242 -0.082
C 0.890 5.046 -2.003 -0.0135 -0.0536 -0.0194 -0.082
C 1.096 6.412 -1.857 -0.0207 0.0820 -0.0153 0.002
C 1.945 4.103 -1.536 0.0454 0.0291 0.0205 -0.276
O 2.960 4.500 -1.007 -0.0069 -0.0011 0.0144 0.113
C 1.713 2.642 -1.744 -0.0465 0.0083 -0.0126 -0.077
C 2.703 1.742 -1.371 0.0308 -0.0811 0.0354 0.003
C 2.504 0.384 -1.552 -0.0330 -0.0140 0.0114 -0.092
C 1.312 -0.081 -2.100 0.0734 0.0406 -0.0945 -0.122
C 0.324 0.811 -2.477 0.0014 -0.0837 0.0380 0.005
C 0.523 2.176 -2.302 0.0353 0.0421 -0.0049 -0.073
C -0.546 3.122 -2.737 -0.0210 -0.0551 -0.0228 -0.263
O -1.589 2.702 -3.192 -0.0732 0.0351 0.0110 0.095
H 0.304 8.370 -2.199 0.0000 0.0051 -0.0048 0.111
H -1.763 7.544 -3.273 -0.0032 0.0055 0.0036 0.111
H -2.143 5.107 -3.512 0.0102 -0.0536 0.0088 0.122
H 2.008 6.761 -1.392 0.0268 -0.0498 -0.0008 0.122
H 3.625 2.117 -0.948 -0.0172 0.0584 0.0005 0.123
H 3.283 -0.315 -1.271 0.0130 0.0001 -0.0309 0.105
H 1.161 -1.143 -2.250 0.0090 -0.0039 -0.0511 0.089
H -0.603 0.463 -2.914 -0.0117 0.0501 -0.0277 0.116
C -3.781 0.379 -4.221 -0.0258 -0.0265 0.0256 -0.060
C -4.827 -0.532 -4.327 0.0294 0.0030 -0.0146 -0.060
C -5.064 -1.183 -5.526 -0.0212 0.0061 0.0926 -0.005
C -4.260 -0.919 -6.628 0.0378 0.0212 -0.0310 -0.083
C -3.220 0.006 -6.526 -0.0302 -0.0402 -0.0286 -0.078
C -2.980 0.648 -5.317 0.0171 0.0452 0.0751 -0.005
C -2.362 0.334 -7.702 0.0508 0.0301 0.0093 -0.277
O -1.450 1.127 -7.609 0.0032 -0.0039 0.0016 0.109
C -2.666 -0.346 -8.994 -0.0409 -0.0182 0.0299 -0.084
C -1.913 -0.026 -10.117 0.0270 -0.0131 -0.0863 -0.002
C -2.171 -0.654 -11.323 -0.0125 -0.0120 0.0118 -0.054
C -3.177 -1.610 -11.413 0.0096 0.0105 0.0138 -0.054
C -3.932 -1.932 -10.298 0.0133 -0.0106 -0.0893 -0.001
C -3.684 -1.298 -9.086 0.0145 0.0383 0.0384 -0.084
C -4.525 -1.644 -7.905 -0.0393 -0.0432 -0.0057 -0.278
O -5.396 -2.484 -7.977 -0.0014 0.0009 -0.0013 0.107
H -3.590 0.891 -3.287 0.0074 0.0261 -0.0128 0.097
H -5.461 -0.731 -3.473 -0.0027 -0.0005 0.0037 0.103
H -5.871 -1.896 -5.623 0.0140 -0.0177 -0.0570 0.120
H -2.172 1.362 -5.240 0.0038 0.0074 -0.0595 0.104
H -1.132 0.717 -10.033 -0.0030 0.0059 0.0592 0.120
H -1.588 -0.399 -12.198 0.0031 -0.0036 -0.0045 0.109
H -3.374 -2.102 -12.356 -0.0003 0.0019 -0.0061 0.109
H -4.719 -2.671 -10.354 -0.0215 0.0093 0.0533 0.121
```
Positions in Å, forces in eV/Å.

Calculated values
Lowest unoccupied orbital energy in eV: -3.383
HOMO energy in eV: -10.821
Gap between HOMO and LUMO in eV: 7.4
Net charge: +1

Record 4
Formula: C7H8N2O3
Source: the Open Molecules 2025 dataset
Level of theory: the ωB97M-V functional and the def2-TZVPD basis

Geometry as XYZ:
```
20
Properties=species:S:1:pos:R:3:forces:R:3:nbo_charge:R:1
N 1.400 0.842 1.454 -1.0101 -0.7704 2.2344 -0.822
C 0.098 0.418 1.840 -3.6628 -0.6128 -1.2815 -0.206
C -1.181 -0.090 0.861 3.4390 0.5388 0.8860 0.552
O -2.285 -0.308 1.299 -0.8485 -0.0284 0.9465 -0.609
C -0.886 -0.402 -0.529 1.0547 1.7353 1.2922 -0.190
C 0.265 0.059 -1.244 0.3397 -0.5530 1.8364 -0.287
C 0.190 -0.553 -2.423 0.2113 -0.1505 -2.0800 -0.068
N -0.990 -1.265 -2.521 0.8733 0.3114 -0.7934 -0.485
C -1.640 -1.138 -1.367 1.1040 0.5122 -0.0950 -0.004
C -0.241 0.531 3.144 0.6463 1.8514 1.0738 0.654
O -1.477 0.335 3.633 3.1853 0.8600 2.1801 -0.646
O 0.628 1.070 4.076 0.2188 -0.6202 -0.8261 -0.688
H 1.398 1.508 0.755 -0.0422 1.7681 -1.4021 0.358
H 1.814 0.033 1.126 1.7688 -1.5906 -0.9472 0.361
H 1.105 0.583 -0.779 -0.5963 -0.2849 -0.9630 0.219
H 0.888 -0.486 -3.220 0.2648 -0.1951 -0.6719 0.211
H -1.398 -1.693 -3.338 0.3748 0.0970 0.0225 0.420
H -2.601 -1.424 -1.301 -2.9686 -1.2932 0.6285 0.215
H -1.932 -0.004 2.895 -2.1077 -0.9964 -2.0655 0.500
H 1.557 1.238 3.705 -2.2448 -0.5787 0.0253 0.515
```
Positions in Å, forces in eV/Å.

Calculated values
Lowest unoccupied orbital energy in eV: 0.608
SMILES string: NC(C(=O)c1cc[nH]c1)=C(O)O
Energy above the lowest of the compared OMol25 structures with the same formula, charge and spin in kJ/mol: 167.27
HOMO energy in eV: -8.421
Gap between HOMO and LUMO in eV: 9.0